Record 1
A cluster of 10 separate species, C40H110N10O10 in total, computed with ωB97M-V/def2-TZVPD.

The LUMO energy is 0.0121 Ha. Its SMILES is COC[C@H](C)N.COC[C@H](C)N.COC[C@H](C)N.COC[C@H](C)N.COC[C@H](C)N.COC[C@H](C)N.COC[C@H](C)N.COC[C@H](C)N.COC[C@H](C)N.COC[C@H](C)N. The energy above the lowest of the compared OMol25 structures with the same formula, charge and spin comes out at 725.7 kJ/mol. Its HOMO-LUMO gap is 9.034 eV. As for the electronic energy: -78628.2459 eV.

Each line ends with the Löwdin charge.
CARTESIAN COORDINATES (ANGSTROEM)
1 C 11.8608 2.8172 5.6490  -0.067
2 O 13.0821 2.1056 5.2877  -0.184
3 C 14.0804 2.0153 6.1912  -0.252
4 C 15.4258 1.9905 5.4093  -0.428
5 C 16.5667 1.6646 6.2973  -0.080
6 N 15.6485 3.3229 4.8213  0.054
7 H 11.9678 3.8359 6.0218  0.056
8 H 11.2604 2.3548 6.4324  0.081
9 H 11.3312 2.9785 4.7100  0.079
10 H 14.0779 2.8754 6.8608  0.117
11 H 14.0148 1.1464 6.8460  0.125
12 H 15.3939 1.2666 4.5950  0.128
13 H 17.3752 2.2857 5.9118  0.081
14 H 16.8198 0.6282 6.5206  0.080
15 H 16.3833 2.0507 7.3000  0.075
16 H 15.7445 3.9843 5.5787  0.050
17 H 14.7576 3.4903 4.3761  0.046
18 C 9.1847 3.9298 0.4822  -0.077
19 O 9.4073 2.5630 0.0248  -0.217
20 C 8.2059 1.7424 -0.0649  -0.175
21 C 8.5714 0.2814 -0.3199  -0.408
22 C 9.2834 -0.3362 0.9140  -0.058
23 N 9.3852 0.2079 -1.5382  0.037
24 H 10.1531 4.4103 0.6214  0.073
25 H 8.7706 3.9356 1.4904  0.074
26 H 8.5750 4.5000 -0.2187  0.085
27 H 7.7632 1.6321 0.9250  0.102
28 H 7.5544 2.3085 -0.7307  0.127
29 H 7.6135 -0.2205 -0.4562  0.131
30 H 9.7266 -1.2982 0.6568  0.073
31 H 8.5867 -0.4023 1.7496  0.055
32 H 10.1024 0.2629 1.3120  0.072
33 H 10.0556 0.9391 -1.3487  0.056
34 H 9.9637 -0.5860 -1.7730  0.066
35 C 7.1087 -0.0456 9.3920  -0.135
36 O 7.3288 -1.0120 8.4181  -0.210
37 C 7.3444 -2.4432 8.8099  -0.122
38 C 5.9021 -3.1358 8.6634  -0.394
39 C 4.7590 -2.6289 9.6375  -0.045
40 N 5.9884 -4.5963 8.6966  0.020
41 H 6.4930 -0.5515 10.1357  0.075
42 H 6.6893 0.8814 9.0008  0.077
43 H 8.0285 0.3446 9.8275  0.081
44 H 8.0458 -2.9421 8.1412  0.098
45 H 7.8354 -2.6139 9.7679  0.116
46 H 5.6663 -3.0124 7.6064  0.104
47 H 4.9708 -2.7772 10.6964  0.075
48 H 3.9064 -3.2068 9.2807  0.069
49 H 4.4598 -1.6005 9.4351  0.063
50 H 6.7843 -4.8932 8.1503  0.039
51 H 6.1753 -4.9411 9.6274  0.071
52 C 9.3304 -2.2001 3.8254  -0.109
53 O 8.1337 -2.1369 4.5665  -0.238
54 C 6.9973 -2.8484 4.0614  -0.180
55 C 7.1105 -4.3474 4.4083  -0.386
56 C 5.9744 -5.1191 3.6647  -0.060
57 N 7.0354 -4.5886 5.8575  0.054
58 H 9.9517 -1.3067 3.7629  0.056
59 H 9.0960 -2.5578 2.8228  0.082
60 H 9.9328 -2.9317 4.3640  0.095
61 H 6.1576 -2.3672 4.5628  0.121
62 H 6.8656 -2.6442 2.9988  0.120
63 H 8.0585 -4.7098 4.0106  0.132
64 H 4.9567 -4.9163 3.9982  0.073
65 H 5.9927 -6.1904 3.8647  0.072
66 H 6.0342 -4.9756 2.5859  0.073
67 H 6.1265 -4.4413 6.2725  0.047
68 H 7.5442 -3.8140 6.2591  0.041
69 C 4.8908 0.9219 4.9299  -0.124
70 O 5.7752 1.6153 4.0789  -0.200
71 C 7.1515 1.1837 4.2672  -0.146
72 C 7.8869 1.5298 5.6106  -0.342
73 C 8.2926 3.0454 5.8157  -0.054
74 N 9.0980 0.6722 5.6017  0.070
75 H 4.6031 -0.0291 4.4817  0.081
76 H 3.9096 1.3871 4.8354  0.067
77 H 5.1532 0.8488 5.9853  0.086
78 H 7.0796 0.1218 4.0319  0.104
79 H 7.4739 1.8213 3.4440  0.116
80 H 7.2820 1.3539 6.5001  0.107
81 H 7.4145 3.6354 6.0783  0.069
82 H 8.7725 3.6272 5.0288  0.060
83 H 8.9536 3.1075 6.6802  0.056
84 H 9.7573 1.0618 4.9432  0.043
85 H 8.8056 -0.2136 5.2146  0.021
86 C 9.1822 6.0645 7.2350  -0.105
87 O 9.9865 6.8727 8.0522  -0.172
88 C 11.2698 6.3386 8.1771  -0.183
89 C 12.3127 7.2836 8.9753  -0.380
90 C 12.5839 8.5600 8.1888  -0.048
91 N 13.5345 6.5260 9.0655  0.002
92 H 9.6795 5.9156 6.2766  0.071
93 H 8.1925 6.4971 7.0888  0.097
94 H 9.0090 5.1649 7.8256  0.083
95 H 11.2925 5.3546 8.6453  0.116
96 H 11.6212 6.0960 7.1742  0.096
97 H 12.1294 7.6046 10.0007  0.132
98 H 11.6793 9.1488 8.0363  0.082
99 H 12.9534 8.3793 7.1794  0.054
100 H 13.2475 9.1225 8.8455  0.081
101 H 14.0672 7.0397 9.7529  0.096
102 H 13.3249 5.5943 9.3943  0.089
103 C 0.9945 2.9922 3.4703  -0.062
104 O 0.0014 3.0000 4.5340  -0.168
105 C -0.5143 4.2220 4.8103  -0.263
106 C -1.9694 4.5139 4.3614  -0.469
107 C -2.4451 5.8443 4.7474  -0.100
108 N -2.8285 3.6554 5.0598  0.032
109 H 0.6107 3.2167 2.4751  0.084
110 H 1.4727 2.0152 3.4005  0.082
111 H 1.7306 3.7711 3.6697  0.075
112 H -0.2114 4.4411 5.8342  0.123
113 H 0.0884 5.0223 4.3809  0.114
114 H -2.1055 4.4690 3.2809  0.147
115 H -3.3768 6.1073 4.2465  0.084
116 H -1.8414 6.6060 4.2540  0.079
117 H -2.5857 6.0926 5.7994  0.087
118 H -2.8969 3.8952 6.0386  0.076
119 H -2.2984 2.7958 5.0711  0.067
120 C 3.3619 3.8772 6.6092  -0.114
121 O 2.1806 4.4690 7.0702  -0.214
122 C 2.0684 4.8160 8.4664  -0.138
123 C 2.0411 3.5100 9.3067  -0.460
124 C 0.6983 2.7396 9.1173  -0.057
125 N 2.0959 3.7625 10.6518  0.005
126 H 3.3623 3.7647 5.5251  0.075
127 H 3.5627 2.8877 7.0200  0.074
128 H 4.1879 4.5568 6.8190  0.088
129 H 2.9500 5.3716 8.7861  0.117
130 H 1.1805 5.4482 8.4564  0.131
131 H 2.8922 2.8518 9.1321  0.132
132 H 0.4505 2.4012 8.1112  0.065
133 H -0.2091 3.1724 9.5386  0.080
134 H 0.8700 1.7639 9.5719  0.067
135 H 1.4807 4.4529 11.0582  0.085
136 H 1.7960 2.9394 11.1544  0.075
137 C 11.4457 5.6772 3.8254  -0.037
138 O 12.8493 5.3136 4.0255  -0.200
139 C 13.8766 6.1904 3.9452  -0.237
140 C 14.1314 6.8774 5.3216  -0.401
141 C 15.2241 7.9559 5.3547  -0.071
142 N 14.3793 6.0121 6.5104  0.060
143 H 10.7996 5.0783 4.4673  0.045
144 H 11.2492 5.3445 2.8062  0.074
145 H 11.2959 6.7555 3.7711  0.096
146 H 14.7995 5.6738 3.6815  0.117
147 H 13.7267 6.9282 3.1571  0.128
148 H 13.1741 7.3919 5.4046  0.097
149 H 15.4028 8.5310 6.2632  0.070
150 H 15.1097 8.6898 4.5570  0.070
151 H 16.2056 7.5296 5.1470  0.074
152 H 14.1486 6.4700 7.3806  -0.006
153 H 13.6515 5.3127 6.4758  0.029
154 C 12.5240 -0.4558 3.6793  -0.130
155 O 12.8033 -1.7933 3.6754  -0.245
156 C 13.9161 -2.3391 2.8626  -0.094
157 C 13.6348 -3.9275 2.5596  -0.387
158 C 12.3444 -4.1743 1.7592  -0.053
159 N 13.8256 -4.8549 3.7221  0.029
160 H 12.3864 -0.2191 2.6242  0.089
161 H 13.4416 0.0107 4.0377  0.073
162 H 11.6782 -0.2602 4.3384  0.077
163 H 13.8572 -1.7498 1.9476  0.109
164 H 14.8250 -2.2378 3.4558  0.111
165 H 14.5261 -4.1991 1.9940  0.115
166 H 11.4524 -3.8319 2.2838  0.054
167 H 12.2622 -5.2270 1.4888  0.080
168 H 12.3670 -3.4640 0.9327  0.074
169 H 12.9531 -4.6647 4.1939  0.053
170 H 14.4957 -4.5286 4.4037  0.060

Record 2
A structure of composition CuHO2S, computed with ωB97M-V/def2-TZVPD.

Its spin multiplicity is 3. The LUMO energy (spin up / spin down) is 0.0017 / -0.0817 Ha. Its expectation value of S² is 2.018. Its HOMO-LUMO gap (spin up / spin down) is 9.847 / 7.272 eV. As for the electronic energy: -59583.5554 eV.

Each line ends with the Mulliken spin population.
CARTESIAN COORDINATES (ANGSTROEM)
1 Cu 0.3839 -0.8404 0.0309  0.398
2 S -0.9544 1.2252 -0.1541  1.029
3 O -0.8352 -0.0737 -1.1351  0.461
4 O 1.7259 -1.9009 0.3390  0.115
5 H 2.5148 -1.9887 -0.1945  -0.003

Record 3
A structure of composition C2H3O3, computed with ωB97M-V/def2-TZVPD.

The LUMO energy (spin up / spin down) is -0.3176 / -0.3151 Ha. As for the net charge: +1. The energy above the lowest of the compared OMol25 structures with the same formula, charge and spin comes out at 934.4 kJ/mol. Its HOMO-LUMO gap (spin up / spin down) is 8.670 / 8.743 eV. As for the electronic energy: -8246.5891 eV.

Each line ends with the Löwdin charge.
CARTESIAN COORDINATES (ANGSTROEM)
1 C -1.2745 -0.0500 0.5269  0.089
2 C -0.8043 -0.1294 -0.6656  0.196
3 O 2.9945 0.0285 0.1032  0.264
4 O 1.1076 -0.2224 -0.7551  0.038
5 O 1.8355 0.1242 0.2818  0.042
6 H -2.3568 0.1736 0.8606  0.164
7 H -0.5891 -0.0060 1.3491  0.091
8 H -0.9128 0.0815 -1.7010  0.116

Record 4
A structure of composition C2H26O19Y, computed with ωB97M-V/def2-TZVPD.

The LUMO energy is 0.0293 Ha. As for the net charge: -1. The energy above the lowest of the compared OMol25 structures with the same formula, charge and spin comes out at 182.0 kJ/mol. Its HOMO-LUMO gap is 7.143 eV. As for the electronic energy: -42447.8628 eV.

Each line ends with the Löwdin charge.
CARTESIAN COORDINATES (ANGSTROEM)
1 Y -0.2145 2.1787 -0.9954  1.659
2 C -2.8385 2.2897 -1.1564  -0.791
3 O -1.9905 2.3167 -2.2584  -0.245
4 O -2.2005 2.0087 -0.1064  -0.173
5 O -3.7935 3.0887 -1.1204  0.010
6 C -0.0475 -0.0203 0.3736  -0.611
7 O -0.3525 0.0547 -0.9324  -0.188
8 O 0.2555 1.1517 0.8776  -0.202
9 O 0.6565 -1.0403 0.7306  -0.110
10 O 2.0665 2.3627 -0.5904  -0.077
11 H 2.4685 3.2117 -0.4484  0.082
12 H 2.7245 1.6517 -0.4084  0.087
13 O -3.0455 -0.0243 1.0196  -0.029
14 H -2.6595 0.7837 0.6796  -0.054
15 H -3.9835 0.0417 0.9756  0.032
16 O -1.3855 0.3637 -4.0774  -0.097
17 H -1.8265 1.1967 -3.9454  -0.012
18 H -1.6775 -0.0503 -3.2514  -0.031
19 O -1.3985 -2.5973 1.9786  -0.018
20 H -2.2495 -2.8813 1.6486  0.042
21 H -1.1685 -1.9763 1.3226  -0.042
22 O -0.4265 -3.3253 -0.9464  -0.056
23 H -0.0425 -2.7373 -0.2604  -0.006
24 H 0.1925 -4.0263 -0.7734  0.027
25 O 3.2025 -0.1153 0.6436  -0.019
26 H 2.3115 -0.3583 0.7786  -0.037
27 H 3.7095 -0.5393 1.3366  0.064
28 O 2.2485 1.7967 2.5876  -0.085
29 H 1.6115 1.7597 1.8416  0.001
30 H 1.7575 2.1027 3.3766  0.070
31 O 1.6625 -0.7583 3.3026  -0.063
32 H 1.8975 0.1397 3.0796  -0.043
33 H 1.1385 -1.1063 2.5526  0.002
34 O 1.7295 -1.5323 -1.8354  -0.048
35 H 1.2605 -1.5343 -2.6604  0.033
36 H 0.9965 -1.2303 -1.2784  -0.014
37 O 1.5375 -3.2553 1.5136  -0.093
38 H 1.1875 -2.3483 1.3706  -0.049
39 H 2.3235 -3.2283 0.8826  0.074
40 O -0.8675 1.1767 3.2156  -0.070
41 H -0.5415 0.9317 2.3346  -0.032
42 H -1.2185 2.0577 2.9436  0.052
43 O -2.2985 -1.0293 -1.9614  -0.045
44 H -1.4895 -0.9353 -1.4284  -0.007
45 H -2.9635 -0.7173 -1.3744  0.021
46 O 0.9555 1.5577 -2.9354  -0.086
47 H 1.7995 1.1717 -2.7754  0.045
48 H 0.9885 1.9737 -3.8444  0.130

Record 5
A cluster of 3 separate species, C6H14O in total, computed with ωB97M-V/def2-TZVPD.

The LUMO energy is 0.0280 Ha. Its SMILES is C=C(C)C.C=O.C. The energy above the lowest of the compared OMol25 structures with the same formula, charge and spin comes out at 188.9 kJ/mol. Its HOMO-LUMO gap is 10.171 eV. As for the electronic energy: -8494.9344 eV.

Each line ends with the Löwdin charge.
CARTESIAN COORDINATES (ANGSTROEM)
1 C 0.4410 1.4166 0.5248  0.004
2 C 0.3048 0.2974 1.2335  -0.454
3 C -0.8152 0.1490 2.2297  -0.085
4 C 1.3458 -0.7967 1.1871  -0.071
5 H 1.3254 1.5930 -0.0849  0.070
6 H -0.2870 2.2247 0.5770  0.073
7 H -1.6524 0.8170 1.9990  0.081
8 H -0.4367 0.4190 3.2245  0.087
9 H -1.1877 -0.8787 2.3028  0.064
10 H 1.8153 -0.8639 0.1999  0.081
11 H 0.9206 -1.7781 1.4262  0.076
12 H 2.1311 -0.5898 1.9247  0.085
13 C -1.3174 -1.3206 -0.6589  -0.160
14 O -0.5902 -1.7687 -1.5076  -0.008
15 H -1.4731 -1.8462 0.3040  0.078
16 H -1.8547 -0.3568 -0.7701  0.093
17 C 0.2905 0.7337 -2.8483  -0.051
18 H 0.6317 1.7063 -3.2049  0.021
19 H -0.7383 0.5609 -3.1750  0.025
20 H 0.9356 -0.0602 -3.2345  0.028
21 H 0.3195 0.7303 -1.7602  -0.036

Record 6
An isolated molecule of C3H5NO4, computed with ωB97M-V/def2-TZVPD.

The LUMO energy is 0.0226 Ha. Its SMILES is NC(=O)OCOC=O. The energy above the lowest of the compared OMol25 structures with the same formula, charge and spin comes out at 98.9 kJ/mol. Its HOMO-LUMO gap is 11.360 eV. As for the electronic energy: -12871.8502 eV.

Each line ends with the Löwdin charge.
CARTESIAN COORDINATES (ANGSTROEM)
1 N -2.7863 -0.5656 0.0199  0.136
2 C -1.7185 0.2879 0.0590  -0.633
3 O -1.7085 1.4841 -0.0402  0.110
4 O -0.5691 -0.3319 0.3591  0.061
5 C 0.6167 0.3159 0.1574  -0.217
6 O 1.5375 -0.7197 -0.0446  0.042
7 C 2.7998 -0.2862 -0.0403  -0.359
8 O 3.1762 0.8400 0.0066  0.094
9 H -3.7258 -0.2810 -0.4399  0.150
10 H -2.7489 -1.5788 -0.3785  0.151
11 H 0.8774 0.9431 1.0295  0.159
12 H 0.6886 1.0309 -0.6441  0.144
13 H 3.5608 -1.1387 -0.0440  0.164